1.
101
Properties=species:S:1:pos:R:3 method="wB97M-V/def2-TZVPD" charge=+2 homo_ev=-14.814 e_lumo_ha=-0.3331 e_above_lowest_kcal_mol=21.7
Pt -1.37 -0.86 0.36
P -1.47 1.54 0.44
P 0.85 -1.86 0.10
Si -1.25 -1.25 2.72
F -2.30 -1.43 -1.83
F -2.28 -3.13 -0.39
F -4.01 -2.96 -1.90
F -3.77 -1.47 -0.15
C -5.39 2.91 0.01
C 0.17 3.26 -3.65
C -0.52 1.68 2.01
C 0.82 -2.32 -3.99
C 0.72 -2.77 -1.55
C -0.35 0.57 2.85
C 4.98 -1.01 -0.12
C -1.13 1.64 -2.26
C -0.07 3.63 -1.17
C 0.87 -2.94 1.56
C 2.58 -0.23 1.53
C 1.21 -4.20 -1.72
C -4.18 1.99 -0.13
C 1.26 -3.77 -4.20
C 1.29 -1.85 -2.61
C -0.23 1.80 -3.49
C 0.85 3.77 -2.39
C -3.60 4.59 -0.56
C 1.85 -4.83 2.71
C -2.91 4.03 0.68
C 1.12 -4.52 3.84
C 4.04 0.06 1.94
C 0.71 -4.67 -3.10
C 3.74 -1.89 0.07
C 0.26 -3.43 3.83
C 0.09 2.88 2.35
C -3.05 2.50 0.77
C 1.73 -4.04 1.58
C -0.44 2.16 -1.00
C 0.46 0.67 3.96
C 1.09 1.87 4.28
C -5.10 4.31 -0.51
C 4.91 0.28 0.71
C 0.11 -2.62 2.71
C -2.28 -1.32 4.33
C 0.90 2.97 3.47
C 2.52 -0.99 0.20
B -3.18 -2.31 -1.10
H -1.40 0.59 -2.16
H 1.04 -5.69 -3.25
H -3.17 4.13 -1.46
H 1.38 3.91 3.70
H 4.44 -0.78 2.51
H 3.66 -2.58 -0.77
H -0.77 1.45 -4.37
H 5.86 -1.59 0.17
H -3.86 1.99 -1.18
H -2.05 2.21 -2.44
H 5.91 0.58 1.01
H 1.21 -5.13 4.73
H -1.71 -1.03 5.21
H 5.11 -0.75 -1.17
H 1.72 1.92 5.15
H 1.12 4.82 -2.50
H -3.43 5.67 -0.63
H -5.53 4.45 -1.51
H 0.50 1.59 -0.85
H -0.71 3.87 -3.87
H 2.12 -0.82 2.33
H 0.66 1.19 -3.37
H -0.29 -3.19 4.73
H 0.85 3.36 -4.50
H -3.28 2.23 1.81
H 0.61 -0.19 4.60
H 2.02 0.70 1.44
H -0.37 -2.80 -1.68
H 0.79 -4.86 -0.96
H 1.25 -1.68 -4.76
H -0.06 3.75 1.73
H -5.60 5.05 0.12
H 0.87 -4.11 -5.16
H 2.30 -4.29 0.69
H 2.39 -1.86 -2.58
H -6.25 2.48 -0.53
H -5.69 2.94 1.06
H 3.85 -2.49 0.98
H 0.94 -0.82 -2.45
H 4.49 1.10 0.12
H 2.30 -4.26 -1.69
H 1.77 3.20 -2.21
H 2.35 -3.83 -4.24
H 0.45 4.02 -0.30
H -0.26 -2.25 -4.04
H -0.96 4.23 -1.34
H -2.65 -2.33 4.49
H 2.54 -0.27 -0.63
H 2.49 -5.69 2.68
H -4.44 0.97 0.14
H -1.86 4.33 0.69
H -0.38 -4.65 -3.11
H -3.15 -0.67 4.29
H 4.06 0.94 2.59
H -3.38 4.48 1.56

2.
97
Properties=species:S:1:pos:R:3 method="wB97M-V/def2-TZVPD" s_squared=2.011 charge=0 homo_ev="-6.078 / -8.470" e_lumo_ha="0.0220 / 0.0096" multiplicity=3
Ni 1.59 0.05 -0.94
Cl 3.69 -0.04 -0.77
P 0.91 1.84 0.19
P -0.22 -1.50 -0.94
Si 0.81 0.89 -2.85
C -2.03 -1.93 -0.61
C 2.55 5.89 1.83
C 1.84 0.57 4.68
C -0.75 1.73 -2.00
C -0.27 -4.02 1.99
C -3.03 2.49 -2.11
C -0.26 -3.33 -4.65
C 0.37 0.51 4.25
C -1.90 1.98 -2.73
C 1.38 2.15 -4.21
C 0.33 -2.69 1.55
C 0.21 -0.79 -3.59
C -2.54 -3.32 -0.99
C 1.49 4.93 2.37
C -4.39 -1.37 -1.38
C -0.32 -3.13 -3.28
C 1.29 3.68 0.17
C 0.08 1.48 3.10
C 0.79 -2.73 0.08
C 2.45 1.16 2.33
C 0.04 -2.27 -5.49
C -3.04 2.69 -0.74
C 1.73 -4.92 0.73
C 0.28 -1.02 -4.96
C -2.93 -0.90 -1.30
C 0.55 4.47 1.26
C -0.74 1.99 -0.62
C -4.72 -2.29 -0.21
C 2.75 0.24 3.50
C -0.09 -1.87 -2.74
C 0.97 1.10 1.92
C -3.88 -3.57 -0.28
C 1.03 -4.16 -0.39
C 2.94 5.53 0.39
C 2.78 4.04 0.13
C -1.90 2.44 0.00
C 0.78 -5.14 1.91
H -3.92 2.70 -2.70
H -3.70 -3.94 0.74
H 2.07 1.58 5.04
H 2.01 -0.13 5.49
H 1.19 -2.48 2.20
H 1.65 -4.16 -1.29
H -0.25 3.87 1.67
H 2.18 6.91 1.86
H 0.09 -4.68 -0.63
H -2.14 -1.82 0.47
H 2.24 1.78 -4.75
H -0.98 1.39 2.84
H 1.68 3.10 -3.75
H -1.84 -4.10 -0.70
H 0.27 2.50 3.43
H 0.10 5.36 0.81
H -5.78 -2.55 -0.22
H 2.60 -4.33 1.06
H 2.11 -5.88 0.38
H 3.43 5.84 2.48
H 2.29 6.07 -0.30
H -4.53 -1.77 0.73
H -2.68 -3.37 -2.07
H -1.12 -4.27 1.35
H 0.58 2.35 -4.91
H 0.91 5.43 3.15
H 2.71 2.17 2.62
H 0.87 3.97 -0.81
H -0.52 -3.97 -2.64
H 1.79 -2.24 0.04
H 1.35 -5.17 2.84
H 3.19 3.78 -0.85
H 0.14 -0.51 3.94
H -4.56 -1.91 -2.31
H 0.75 0.04 1.68
H -1.93 2.60 1.07
H 2.60 -0.80 3.20
H -0.27 0.74 5.10
H -2.56 -0.71 -2.31
H -0.65 -3.94 3.01
H 3.96 5.85 0.20
H -4.42 -4.35 -0.82
H -2.87 0.04 -0.74
H -0.45 -4.32 -5.05
H 3.35 3.47 0.86
H 0.54 -0.20 -5.61
H -5.05 -0.51 -1.37
H 0.27 -6.10 1.81
H 1.97 4.07 2.83
H 0.08 -2.43 -6.56
H -3.93 3.05 -0.25
H -0.39 -1.89 1.70
H -1.91 1.78 -3.79
H 3.80 0.35 3.79
H 3.07 0.88 1.47